(i)
Here is 2 unconnected molecules or ions with the total composition C4H8O from OMol25. Energies are from ωB97M-V/def2-TZVPD.

Structure (XYZ):
```
13
Properties=species:S:1:pos:R:3:lowdin_charge:R:1
O 1.410 3.202 -1.655 -0.084
C -0.938 -2.654 1.938 -0.063
C 0.027 -2.549 2.913 -0.071
C -0.347 1.654 -2.074 -0.020
C 0.653 2.366 -2.572 -0.216
H -0.696 -2.213 0.996 0.028
H 1.124 2.268 -3.570 0.114
H 0.047 -2.997 3.877 0.021
H -1.776 -3.294 2.088 0.029
H 0.915 3.582 -0.913 0.082
H -0.585 1.864 -1.022 0.063
H 1.006 -2.069 2.626 0.056
H -0.841 0.841 -2.632 0.061
```

**HOMO-LUMO gap**: 10.34 eV
**Spin multiplicity**: 1

(ii)
Here is 2 unconnected molecules or ions with the total composition C4H8O from OMol25. Energies are from ωB97M-V/def2-TZVPD.

Structure (XYZ):
```
13
Properties=species:S:1:pos:R:3:lowdin_charge:R:1
O 0.747 0.039 2.323 -0.004
C -0.630 1.330 -1.187 -0.036
C 0.778 -0.793 -1.027 -0.103
C -0.334 -0.489 2.301 -0.120
C 0.244 0.603 -0.530 -0.249
H -1.292 0.963 -1.969 0.055
H -0.786 2.400 -1.038 0.053
H 0.672 0.849 0.456 0.064
H 0.098 -1.522 -0.727 0.014
H 1.808 -1.220 -0.932 0.078
H 0.561 -0.800 -2.204 0.105
H -1.013 -0.662 3.150 0.086
H -0.852 -0.698 1.383 0.058
```

**HOMO-LUMO gap**: 10.03 eV
**Spin multiplicity**: 1

(iii)
Here is a molecular structure, C4H8O from OMol25. Energies are from ωB97M-V/def2-TZVPD.

Structure (XYZ):
```
13
Properties=species:S:1:pos:R:3:lowdin_charge:R:1
O 0.783 -0.675 0.207 -0.162
C -1.411 -0.629 -0.719 -0.062
C 1.843 0.099 0.722 -0.103
C -0.121 0.080 -0.553 -0.472
C -1.145 0.914 0.155 0.006
H 2.401 0.607 -0.080 0.091
H -2.194 0.404 -0.270 0.091
H -1.500 -1.563 -0.176 0.113
H 2.517 -0.585 1.244 0.090
H -1.845 -0.617 -1.723 0.112
H 1.482 0.858 1.432 0.091
H -1.146 0.609 1.212 0.064
H 0.337 0.499 -1.451 0.142
```

**HOMO-LUMO gap**: 9.64 eV
**Spin multiplicity**: 1

Stability check: which of them is most stable? (i).

(i)
Here is a single C8H9NO molecule from OMol25. Energies are from ωB97M-V/def2-TZVPD.

Structure (XYZ):
```
19
Properties=species:S:1:pos:R:3:lowdin_charge:R:1
O -2.495 0.169 1.764 0.113
N -1.842 2.196 0.990 0.131
C 1.726 -0.668 0.321 -0.052
C 1.544 -0.886 -1.002 -0.275
C 0.634 -0.088 1.055 0.006
C -1.684 0.799 1.188 -0.545
C -0.567 0.239 0.370 -0.157
C -0.680 0.022 -1.010 -0.003
C 2.756 -1.538 -1.779 -0.040
C 0.398 -0.481 -1.733 -0.004
H 0.659 0.092 2.152 0.123
H 0.487 -0.668 -2.763 0.092
H -2.519 2.391 1.579 0.006
H 2.769 -2.658 -1.720 0.089
H -1.311 0.393 -1.544 0.018
H 3.480 -1.297 -1.199 -0.038
H 2.825 -1.195 -2.969 0.144
H 2.765 -0.979 0.712 0.141
H -1.051 2.795 0.254 0.251
```

**HOMO-LUMO gap**: 9.94 eV
**Spin multiplicity**: 1

(ii)
Here is a single C8H9NO molecule from OMol25. Energies are from ωB97M-V/def2-TZVPD.

Structure (XYZ):
```
19
Properties=species:S:1:pos:R:3:lowdin_charge:R:1
O 1.756 -0.399 0.543 -0.058
N -2.452 0.108 -0.060 0.060
C -0.534 -0.816 1.022 -0.041
C -0.428 1.397 -0.309 -0.024
C 1.740 1.037 0.658 -0.157
C 0.499 -1.611 -1.109 0.005
C -1.912 -0.889 0.514 -0.154
C 0.856 1.576 -0.441 -0.075
C 0.532 -0.927 0.226 -0.388
C -1.726 1.298 -0.155 -0.143
H -0.332 -2.306 -1.181 0.084
H -0.432 -0.357 1.999 0.134
H -2.529 -1.764 0.674 0.109
H -2.340 2.180 -0.020 0.111
H 2.780 1.341 0.549 0.121
H 1.317 1.796 -1.393 0.113
H 1.439 -2.139 -1.265 0.090
H 0.402 -0.861 -1.896 0.091
H 1.362 1.338 1.643 0.122
```

**HOMO-LUMO gap**: 9.30 eV
**Spin multiplicity**: 1

Stability check: which of them is most stable? (i).

(i)
Here is a molecular structure, C5H21BaO6 from OMol25. Energies are from ωB97M-V/def2-TZVPD.

Structure (XYZ):
```
33
Properties=species:S:1:pos:R:3:lowdin_charge:R:1
Ba 40.354 14.371 23.545 1.987
O 39.189 15.515 27.576 -0.152
O 38.869 13.596 25.536 -0.574
O 38.256 16.200 22.870 -0.261
O 39.652 11.252 26.811 -0.141
O 39.503 11.721 23.657 -0.329
O 36.625 11.897 25.689 -0.131
C 35.432 12.624 25.805 -0.170
C 39.553 15.145 28.915 -0.133
C 39.510 11.040 28.206 -0.144
C 39.539 10.290 23.460 -0.086
C 37.136 15.859 23.730 -0.112
H 38.713 14.699 29.452 0.083
H 39.895 16.025 29.452 0.079
H 36.685 14.918 23.412 0.093
H 39.487 12.182 26.616 0.003
H 39.075 14.692 27.087 -0.005
H 35.274 13.319 24.963 0.066
H 38.893 11.912 24.391 0.011
H 40.189 9.837 24.205 0.087
H 38.387 14.413 25.674 -0.083
H 34.596 11.933 25.858 0.082
H 36.332 16.586 23.621 0.104
H 37.367 12.517 25.786 0.005
H 40.188 11.672 28.794 0.072
H 38.585 17.065 23.145 0.087
H 39.892 10.097 22.453 0.082
H 37.440 15.733 24.764 0.063
H 35.402 13.237 26.720 0.084
H 39.771 10.006 28.424 0.080
H 38.535 9.887 23.572 0.097
H 40.381 14.426 28.924 0.075
H 38.481 11.199 28.545 0.082
```

**HOMO-LUMO gap**: 7.80 eV
**Net charge**: +1
**Spin multiplicity**: 1

(ii)
Here is a molecular structure, C5H21BaO6 from OMol25. Energies are from ωB97M-V/def2-TZVPD.

Structure (XYZ):
```
33
Properties=species:S:1:pos:R:3:lowdin_charge:R:1
Ba -2.231 0.284 2.152 1.985
O -0.038 2.239 -0.867 -0.173
O -0.135 -0.127 0.545 -0.548
O 2.281 -1.838 0.455 -0.123
O -2.769 1.487 -0.208 -0.340
O 1.131 -0.215 2.901 -0.208
O -1.084 -2.119 -1.075 -0.168
C 2.208 -3.154 0.964 -0.148
C 1.241 2.311 -1.505 -0.121
C -3.911 1.612 -1.035 -0.121
C 2.191 0.729 3.039 -0.127
C -1.240 -1.406 -2.318 -0.128
H 0.763 -0.243 1.998 -0.050
H -0.279 -1.526 -2.821 0.087
H -3.887 2.569 -1.561 0.102
H -1.463 -0.349 -2.142 0.055
H 1.386 1.427 -2.139 0.084
H 1.261 3.125 -2.224 0.086
H -0.043 1.395 -0.367 -0.009
H -0.666 -1.470 -0.464 -0.012
H 1.297 -3.674 0.660 0.080
H -4.810 1.668 -0.415 0.086
H -2.084 -1.832 -2.854 0.080
H 3.037 -3.757 0.595 0.082
H 0.709 -0.023 0.096 -0.011
H 1.427 -1.406 0.588 0.005
H 3.082 0.227 2.651 0.087
H 2.054 2.322 -0.780 0.084
H -4.102 0.797 -1.736 0.095
H -1.955 1.547 -0.749 0.048
H 2.325 0.941 4.097 0.082
H 2.308 -3.181 2.053 0.078
H 1.994 1.640 2.466 0.080
```

**HOMO-LUMO gap**: 7.55 eV
**Net charge**: +1
**Spin multiplicity**: 1

Stability check: which of them is most stable? (i).

(i)
Here is a single C22H27N3O2 molecule from OMol25. Energies are from ωB97M-V/def2-TZVPD.

Structure (XYZ):
```
54
Properties=species:S:1:pos:R:3:lowdin_charge:R:1
O -0.840 4.193 0.378 0.069
O 3.741 0.280 -3.748 0.068
N 2.912 1.265 -1.886 -0.051
N 3.630 -0.950 -1.836 0.122
N -1.367 2.234 -0.603 0.073
C -2.117 0.583 1.690 -0.028
C 0.935 2.974 -0.703 -0.226
C 0.756 -2.808 0.608 -0.278
C -4.085 0.126 0.414 -0.038
C -3.437 -1.370 2.192 -0.297
C -0.253 -3.482 1.486 -0.047
C 2.108 -3.115 0.720 -0.043
C 2.918 1.437 -0.452 -0.130
C 1.302 -1.282 -1.178 -0.034
C -0.505 3.212 -0.252 -0.480
C 1.050 2.774 -2.218 -0.118
C 1.517 1.774 0.058 -0.119
C -2.991 0.941 0.671 -0.214
C -2.737 2.184 -0.140 -0.122
C 0.369 -1.887 -0.356 -0.038
C 2.496 2.452 -2.597 -0.131
C -2.337 -0.558 2.439 -0.050
C 3.049 -2.506 -0.085 -0.020
C 3.429 0.214 -2.575 -0.521
C -3.700 -2.597 3.011 -0.057
C 2.657 -1.567 -1.036 -0.268
C -4.306 -1.012 1.167 -0.044
H 3.598 2.267 -0.212 0.134
H 0.063 -3.448 2.527 0.083
H 0.878 0.898 -0.062 0.087
H 1.570 2.007 1.123 0.130
H -3.421 2.227 -0.995 0.124
H 0.414 1.952 -2.550 0.112
H -1.647 -0.818 3.228 0.113
H 3.150 3.292 -2.334 0.134
H -1.025 1.413 -1.075 0.131
H 4.280 -1.583 -2.283 0.152
H -0.680 -1.651 -0.473 0.112
H 2.427 -3.842 1.453 0.114
H 4.096 -2.753 0.015 0.113
H 2.591 2.256 -3.666 0.124
H -4.773 0.387 -0.377 0.109
H -0.356 -4.530 1.205 0.086
H -1.263 1.210 1.900 0.115
H 3.291 0.537 0.033 0.120
H -5.165 -1.634 0.959 0.113
H 1.500 3.870 -0.427 0.152
H -2.884 3.081 0.471 0.131
H 0.988 -0.600 -1.955 0.115
H -1.223 -3.002 1.395 0.054
H -4.588 -2.451 3.625 0.083
H -2.862 -2.816 3.668 0.072
H -3.879 -3.459 2.370 0.081
H 0.727 3.679 -2.734 0.127
```

**HOMO-LUMO gap**: 9.14 eV
**Spin multiplicity**: 1

(ii)
Here is a single C22H27N3O2 molecule from OMol25. Energies are from ωB97M-V/def2-TZVPD.

Structure (XYZ):
```
54
Properties=species:S:1:pos:R:3:lowdin_charge:R:1
O -3.427 0.096 -0.420 -0.116
O -5.142 1.709 2.025 0.070
N -2.239 -0.629 -0.509 0.024
N 3.173 -3.329 -2.644 -0.116
N -2.893 1.946 1.868 0.018
C -2.818 5.681 3.785 -0.092
C 4.004 -3.801 -1.557 -0.219
C 0.145 -1.293 -3.156 -0.037
C -1.682 -0.616 -1.654 -0.086
C -1.838 4.743 4.042 -0.049
C -3.848 4.154 2.253 -0.005
C -0.441 -1.308 -1.890 -0.229
C 3.723 -3.421 -3.978 -0.225
C 0.224 -2.011 -0.881 -0.024
C -0.729 2.533 3.725 -0.147
C 4.671 -2.672 -0.768 -0.068
C -1.846 3.499 3.425 -0.157
C -4.013 -0.025 0.860 -0.103
C -1.581 1.342 1.727 -0.132
C 1.410 -2.659 -1.123 -0.022
C 1.333 -1.942 -3.406 -0.023
C -4.065 1.298 1.641 -0.405
C -0.985 1.158 3.121 -0.156
C -3.824 5.383 2.881 -0.080
C 2.007 -2.652 -2.398 -0.215
C 4.602 -2.231 -4.370 -0.070
C -2.873 3.199 2.527 -0.139
H -3.499 -0.800 1.439 0.129
H 3.923 -1.996 -0.363 0.066
H -0.950 2.018 1.139 0.144
H -5.056 -0.328 0.715 0.130
H 5.249 -3.088 0.053 0.074
H -1.043 4.970 4.739 0.112
H -2.794 6.640 4.281 0.099
H 5.501 -2.200 -3.760 0.063
H 4.897 -2.316 -5.412 0.073
H -0.593 2.458 4.806 0.118
H -2.127 -0.078 -2.493 0.135
H -4.629 3.925 1.548 0.113
H 4.777 -4.444 -1.983 0.116
H 1.871 -3.191 -0.307 0.098
H 1.739 -1.880 -4.402 0.096
H 2.901 -3.528 -4.690 0.110
H -1.639 0.392 1.203 0.085
H 5.337 -2.099 -1.407 0.063
H 4.317 -4.338 -4.035 0.115
H 3.407 -4.422 -0.880 0.110
H 0.199 2.945 3.312 0.123
H -4.590 6.111 2.660 0.102
H -0.216 -2.039 0.104 0.110
H -0.059 0.585 3.063 0.112
H 4.062 -1.297 -4.234 0.071
H -1.695 0.602 3.737 0.123
H -0.339 -0.755 -3.959 0.112
```

**HOMO-LUMO gap**: 8.19 eV
**Spin multiplicity**: 1

Stability check: which of them is most stable? (i).

(i)
Here is a single C3H3Br2N molecule from OMol25. Energies are from ωB97M-V/def2-TZVPD.

Structure (XYZ):
```
9
Properties=species:S:1:pos:R:3:lowdin_charge:R:1
Br -3.449 0.250 0.000 0.692
Br 3.350 0.231 0.000 0.685
N -0.731 0.326 0.001 -0.057
C -1.716 -0.457 0.002 -0.675
C 1.554 0.745 -0.001 -0.584
C 0.556 -0.141 -0.001 -0.296
H 1.381 1.809 0.001 0.057
H 0.743 -1.215 0.000 0.107
H -1.689 -1.549 -0.001 0.070
```

**HOMO-LUMO gap**: 9.27 eV
**Spin multiplicity**: 1

(ii)
Here is a single C3H3Br2N molecule from OMol25. Energies are from ωB97M-V/def2-TZVPD.

Structure (XYZ):
```
9
Properties=species:S:1:pos:R:3:lowdin_charge:R:1
Br 1.918 -2.320 1.660 0.760
Br -1.316 2.522 -1.864 0.624
N 0.663 -0.477 0.237 -0.088
C -0.414 0.281 -0.213 -0.262
C -0.078 1.250 -1.130 -0.530
C 0.469 -1.377 1.109 -0.743
H -1.481 0.320 0.279 0.140
H 0.833 1.355 -1.554 0.000
H -0.594 -1.553 1.475 0.099
```

**HOMO-LUMO gap**: 9.15 eV
**Spin multiplicity**: 1

Stability check: which of them is most stable? (i).

(i)
Here is a single CH5N3 molecule from OMol25. Energies are from ωB97M-V/def2-TZVPD.

Structure (XYZ):
```
9
Properties=species:S:1:pos:R:3:lowdin_charge:R:1
N 1.024 0.523 0.038 0.074
N -0.170 -1.535 0.089 0.092
N -1.276 0.525 -0.175 0.096
C -0.151 -0.258 0.076 -0.623
H 1.893 0.000 0.024 0.080
H 1.124 1.119 -0.766 0.079
H -1.114 1.429 0.255 0.085
H -2.103 0.052 0.163 0.089
H 0.771 -1.854 0.296 0.027
```

**HOMO-LUMO gap**: 10.09 eV
**Spin multiplicity**: 1

(ii)
Here is a single CH5N3 molecule from OMol25. Energies are from ωB97M-V/def2-TZVPD.

Structure (XYZ):
```
9
Properties=species:S:1:pos:R:3:lowdin_charge:R:1
N 1.563 -0.524 -0.034 0.082
N -0.621 0.599 -0.178 -0.132
N -1.271 -0.543 0.031 -0.040
C 0.790 0.485 0.065 -0.283
H -1.019 1.397 0.113 0.065
H -1.441 -0.642 1.066 0.112
H 1.266 1.400 0.386 0.094
H 0.958 -1.272 -0.243 -0.001
H -2.200 -0.522 -0.440 0.104
```

**HOMO-LUMO gap**: 10.01 eV
**Spin multiplicity**: 1

Stability check: which of them is most stable? (i).